The following is a DFT calculation (ωB97M-V/def2-TZVPD) of a molecular structure, C19H42LuNO2P3 in a non-equilibrium geometry.

Structure (XYZ):
```
68
Properties=species:S:1:pos:R:3:mulliken_charge:R:1
Lu -0.383 0.337 -0.125 1.549
P -1.978 -1.872 0.365 0.755
P 1.309 -0.786 1.918 0.839
P 1.297 -1.460 -1.621 0.919
H -0.769 6.323 -7.031 0.310
C -0.845 5.426 -7.656 -0.601
C -2.026 4.849 -7.923 -0.515
H -2.964 5.260 -7.535 0.284
C -3.503 -1.148 1.084 -1.290
C -1.791 -3.369 1.400 -1.250
C -2.637 -2.575 -1.192 -1.179
C 2.910 0.100 2.070 -1.253
C 0.598 -0.385 3.562 -1.298
C 1.858 -2.510 2.222 -1.136
C 0.813 -1.365 -3.388 -1.374
C 1.544 -3.263 -1.412 -1.345
C 3.042 -0.901 -1.740 -1.345
H 0.089 5.034 -8.076 0.385
H -2.098 3.969 -8.572 0.314
H -3.767 -0.230 0.538 0.384
H -3.321 -0.904 2.139 0.353
H -4.336 -1.861 1.015 0.452
H -1.534 -3.076 2.428 0.340
H -0.991 -4.005 0.996 0.336
H -2.728 -3.945 1.422 0.464
H -2.978 -1.758 -1.843 0.334
H -3.484 -3.245 -0.988 0.462
H -1.840 -3.132 -1.705 0.314
H 3.398 -0.175 3.017 0.488
H 2.726 1.181 2.050 0.236
H 3.563 -0.165 1.229 0.282
H 1.286 -0.724 4.351 0.448
H -0.369 -0.890 3.686 0.351
H 0.447 0.700 3.659 0.343
H 2.935 -2.523 2.450 0.417
H 1.671 -3.141 1.344 0.096
H 1.314 -2.925 3.082 0.478
H 1.325 -2.161 -3.944 0.561
H 1.092 -0.388 -3.804 0.308
H -0.273 -1.484 -3.499 0.314
H 1.774 -3.716 -2.388 0.479
H 0.633 -3.729 -1.011 0.291
H 2.379 -3.461 -0.725 0.462
H 3.493 -1.262 -2.675 0.479
H 3.622 -1.279 -0.888 0.375
H 3.061 0.194 -1.725 0.293
C -0.691 1.895 -2.958 0.137
C 0.389 2.817 -2.960 0.221
C 0.726 3.484 -4.131 -0.924
C -0.046 3.299 -5.282 0.038
C -1.181 2.481 -5.250 -0.612
C -1.522 1.789 -4.096 -0.266
O -0.889 1.091 -1.925 -0.575
H 1.239 1.374 -0.315 -0.240
H 0.977 2.918 -2.051 0.455
H 1.590 4.151 -4.135 0.450
H 0.197 3.831 -6.200 0.448
H -1.812 2.394 -6.134 0.434
H -2.383 1.125 -4.044 0.489
C 0.110 3.771 1.234 -0.715
C -1.015 2.910 1.694 0.758
N -1.832 3.400 2.623 -0.342
O -1.232 1.729 1.238 -0.778
H 0.069 4.774 1.695 0.429
H 0.065 3.881 0.136 0.074
H 1.071 3.297 1.505 0.119
H -2.607 2.836 2.948 0.250
H -1.668 4.324 3.001 0.239
```

- total charge = +3
- highest occupied orbital energy (spin up / spin down) (eV) = -16.600 / -16.660
- energy (eV) = -87430.013
- gap between HOMO and LUMO (spin up / spin down) (eV) = 3.342 / 3.044
- ΔE to the lowest compared entry with this formula, charge and spin (eV) = 2.2629